1.
Here is a molecular structure, C21H15FN3Pb from the Open Molecules 2025 dataset. Energies are from wB97M-V/def2-TZVPD.

- HOMO (eV) = -11.121
- total charge = +1
- LUMO level (eV) = -3.7

Each line ends with the Löwdin charge.
Atoms and positions in Å:
Pb: -0.86 0.57 -1.82  1.25
C: -2.14 4.40 0.55  -0.02
C: -1.22 4.50 1.58  -0.02
C: -0.17 3.59 1.64  0.02
C: -0.07 2.59 0.68  -0.20
N: -0.98 2.50 -0.30  -0.05
C: -1.97 3.38 -0.37  -0.12
C: 1.02 1.58 0.68  -0.18
C: 2.00 1.57 1.66  0.02
C: 2.98 0.60 1.62  -0.01
C: 2.96 -0.34 0.62  0.02
C: 1.95 -0.29 -0.34  -0.18
N: 1.02 0.67 -0.31  0.05
C: 1.86 -1.28 -1.44  -0.20
C: 2.78 -2.32 -1.59  0.02
C: 2.62 -3.21 -2.64  -0.02
C: 1.57 -3.05 -3.52  -0.02
C: 0.71 -1.99 -3.31  -0.12
N: 0.85 -1.14 -2.29  -0.05
H: -2.96 5.09 0.46  0.12
H: -1.31 5.27 2.33  0.12
H: 0.55 3.67 2.44  0.11
H: -2.67 3.25 -1.20  0.12
H: 2.01 2.30 2.46  0.11
H: 3.75 0.57 2.38  0.13
H: 3.71 -1.11 0.59  0.11
H: 3.60 -2.45 -0.90  0.11
H: 3.32 -4.03 -2.76  0.12
H: 1.43 -3.72 -4.36  0.12
H: -0.13 -1.81 -3.97  0.12
F: -3.33 -3.20 2.79  0.07
C: -2.81 -2.41 1.84  -0.29
C: -3.03 -1.05 1.89  -0.01
C: -2.49 -0.25 0.89  -0.15
C: -1.74 -0.79 -0.15  -0.34
C: -1.54 -2.17 -0.16  -0.15
C: -2.07 -2.99 0.82  -0.01
H: -3.61 -0.63 2.70  0.12
H: -2.68 0.82 0.94  0.08
H: -0.96 -2.63 -0.96  0.08
H: -1.91 -4.06 0.82  0.12

=====

2.
Here is 2 unconnected molecules or ions with the total composition C3H11N4 in a non-equilibrium geometry from the Open Molecules 2025 dataset. Energies are from wB97M-V/def2-TZVPD.

- HOMO (eV) = -12.968
- ΔE to the lowest compared entry with this formula, charge and spin (kcal/mol) = 18.53
- total charge = +1
- LUMO level (eV) = -2.8

Each line ends with the Löwdin charge.
Atoms and positions in Å:
C: -1.47 -0.31 1.06  -0.19
C: -1.82 -0.48 -0.21  -0.11
N: -0.94 0.06 -1.25  0.14
N: -2.14 -0.84 2.16  0.08
H: -0.64 0.34 1.30  0.12
H: -2.67 -1.06 -0.55  0.12
H: -1.40 0.71 -1.88  0.16
H: -0.11 0.53 -0.76  0.07
H: -0.54 -0.69 -1.81  0.15
H: -3.09 -1.08 1.93  0.10
H: -2.15 -0.16 2.92  0.10
N: 2.67 -0.62 -0.51  0.10
C: 2.51 0.73 -0.52  -0.31
N: 1.37 1.31 -0.39  0.04
H: 1.93 -1.12 -0.03  0.10
H: 3.60 -0.91 -0.24  0.11
H: 3.43 1.29 -0.68  0.14
H: 1.48 2.30 -0.53  0.07

=====

3.
Here is 10 unconnected molecules or ions with the total composition C26H73BF4N11O14 in a non-equilibrium geometry from the Open Molecules 2025 dataset. Energies are from wB97M-V/def2-TZVPD.

- HOMO (eV) = -5.753
- ΔE to the lowest compared entry with this formula, charge and spin (kcal/mol) = 0.00
- total charge = -1
- LUMO level (eV) = 2.1

Each line ends with the Löwdin charge.
Atoms and positions in Å:
B: -0.82 -0.74 -0.83  -1.27
F: -1.97 -0.44 -0.07  0.13
F: -1.25 -1.13 -2.11  0.13
F: 0.00 0.41 -0.96  0.10
F: -0.07 -1.81 -0.29  0.10
C: 1.74 -2.76 -3.58  -0.66
O: 0.86 -3.30 -4.23  0.05
N: 3.01 -2.52 -4.12  0.14
N: 1.61 -2.21 -2.35  0.19
H: 3.70 -2.03 -3.59  0.05
H: 3.12 -2.68 -5.10  0.08
H: 2.44 -1.79 -1.97  0.05
H: 0.75 -2.25 -1.83  0.07
C: -0.73 -0.51 -5.33  -0.67
O: -1.35 -1.56 -5.23  0.03
N: -0.71 0.20 -6.49  0.13
N: 0.10 -0.03 -4.37  0.18
H: -0.18 1.05 -6.55  0.08
H: -1.45 0.03 -7.14  0.09
H: 0.76 0.72 -4.50  0.08
H: 0.16 -0.38 -3.43  0.06
C: -3.24 -3.82 -2.81  -0.65
O: -2.47 -3.59 -3.73  0.05
N: -3.28 -3.12 -1.62  0.17
N: -4.25 -4.73 -2.90  0.13
H: -2.61 -2.40 -1.39  0.06
H: -3.86 -3.49 -0.89  0.06
H: -4.25 -5.30 -3.72  0.09
H: -4.93 -4.87 -2.18  0.08
C: 1.09 3.29 -2.95  -0.68
O: 0.09 3.10 -3.64  0.01
N: 2.10 4.09 -3.36  0.14
N: 1.28 2.71 -1.72  0.17
H: 1.95 4.63 -4.19  0.10
H: 2.94 4.18 -2.82  0.09
H: 0.68 1.99 -1.32  0.07
H: 2.21 2.66 -1.35  0.08
C: 7.70 -1.99 0.57  -0.09
O: 6.38 -2.37 0.24  -0.24
C: 5.88 -3.50 0.96  -0.19
C: 4.62 -3.96 0.28  -0.23
N: 4.13 -5.19 0.89  -0.07
C: 2.97 -5.78 0.16  -0.18
C: 1.69 -5.00 0.44  -0.21
O: 0.99 -5.44 1.58  -0.20
C: 1.63 -5.17 2.80  -0.12
H: 8.21 -2.70 1.23  0.08
H: 7.64 -1.03 1.10  0.09
H: 8.26 -1.86 -0.35  0.09
H: 5.71 -3.20 1.99  0.13
H: 6.65 -4.27 0.85  0.12
H: 4.71 -4.03 -0.81  0.13
H: 3.84 -3.20 0.41  0.10
H: 4.89 -5.86 0.83  0.10
H: 2.87 -6.82 0.46  0.12
H: 3.22 -5.80 -0.90  0.11
H: 1.01 -5.17 -0.40  0.13
H: 1.84 -3.91 0.48  0.11
H: 2.36 -5.95 3.06  0.08
H: 0.89 -5.15 3.60  0.08
H: 2.12 -4.19 2.78  0.08
C: 3.56 2.03 8.63  -0.11
O: 3.79 2.27 7.25  -0.20
C: 3.39 3.59 6.86  -0.23
C: 3.20 3.58 5.34  -0.22
N: 2.09 2.68 4.94  -0.04
C: 2.11 2.62 3.47  -0.21
C: 1.00 1.74 2.93  -0.22
O: 1.43 0.40 3.07  -0.22
C: 0.55 -0.62 2.61  -0.07
H: 3.46 0.96 8.76  0.09
H: 2.68 2.58 8.98  0.08
H: 4.37 2.39 9.27  0.08
H: 4.17 4.29 7.15  0.12
H: 2.45 3.88 7.34  0.12
H: 4.10 3.18 4.87  0.12
H: 2.96 4.64 5.21  0.12
H: 2.39 1.79 5.31  0.11
H: 3.05 2.16 3.12  0.11
H: 1.97 3.62 3.07  0.12
H: 0.72 1.93 1.89  0.12
H: 0.08 1.95 3.50  0.13
H: 1.00 -1.60 2.73  0.08
H: 0.32 -0.44 1.56  0.06
H: -0.33 -0.58 3.26  0.10
C: -2.64 2.62 -1.71  -0.08
O: -3.90 2.87 -1.08  -0.18
C: -4.60 3.84 -1.81  -0.27
C: -5.85 4.30 -1.07  -0.22
N: -6.53 5.31 -1.87  -0.08
C: -7.65 5.95 -1.19  -0.21
C: -8.60 6.57 -2.22  -0.24
O: -9.84 6.80 -1.61  -0.20
C: -10.91 7.11 -2.48  -0.11
H: -2.79 2.22 -2.72  0.10
H: -2.07 1.86 -1.18  0.07
H: -2.06 3.54 -1.62  0.08
H: -4.92 3.38 -2.76  0.13
H: -3.98 4.69 -2.11  0.12
H: -5.56 4.70 -0.08  0.12
H: -6.45 3.42 -0.87  0.12
H: -5.81 5.96 -2.15  0.11
H: -7.22 6.72 -0.53  0.12
H: -8.24 5.38 -0.48  0.12
H: -8.63 6.05 -3.18  0.12
H: -8.13 7.55 -2.44  0.12
H: -10.65 8.02 -3.04  0.09
H: -11.80 7.27 -1.89  0.08
H: -11.06 6.27 -3.16  0.09
C: -1.93 -3.55 1.40  -0.26
C: -2.50 -4.81 2.05  -0.24
O: -3.64 -5.30 1.38  -0.07
O: -2.85 -2.47 1.47  -0.07
H: -1.70 -3.80 0.35  0.11
H: -0.97 -3.27 1.85  0.10
H: -2.76 -4.53 3.07  0.12
H: -1.73 -5.58 1.96  0.11
H: -4.14 -4.58 0.98  0.06
H: -2.37 -1.74 1.04  0.04
C: 3.17 -0.09 0.43  -0.25
C: 3.70 0.00 -1.00  -0.23
O: 4.30 -1.25 -1.38  -0.10
O: 4.21 -0.03 1.39  -0.05
H: 2.50 -0.94 0.57  0.11
H: 2.55 0.82 0.46  0.10
H: 4.36 0.87 -1.06  0.12
H: 2.98 0.29 -1.76  0.11
H: 5.10 -1.32 -0.84  0.06
H: 3.77 -0.24 2.22  0.08

=====

4.
Here is a gas-phase ion, C3H9N2O (charge +1) in a non-equilibrium geometry from the Open Molecules 2025 dataset. Energies are from wB97M-V/def2-TZVPD.

- HOMO (alpha / beta) (eV) = -12.304 / -13.793
- ΔE to the lowest compared entry with this formula, charge and spin (kcal/mol) = 152.41
- total charge = +1
- LUMO level (alpha / beta) (eV) = -5.8 / -3.9

Each line ends with the Löwdin charge.
Atoms and positions in Å:
C: -0.43 -0.25 0.87  -0.18
C: 0.40 0.92 1.52  0.03
C: -1.30 -0.48 -2.64  -0.04
N: -0.33 -0.63 -0.57  0.01
N: 1.79 0.50 1.83  0.17
O: -1.42 -0.40 -1.23  -0.15
H: -0.14 -1.16 1.41  0.11
H: -1.48 -0.05 1.08  0.12
H: 0.39 1.85 0.96  0.11
H: -1.82 0.38 -3.06  0.10
H: -1.79 -1.39 -2.98  0.10
H: -0.24 -0.48 -2.93  0.09
H: 1.77 -0.22 2.56  0.18
H: 2.33 1.31 2.16  0.17
H: 2.27 0.11 1.01  0.18

=====

What is the total charge in the first record? +1